A 2-piece molecular cluster, C12H18NO overall, computed with the ωB97M-V functional and the def2-TZVPD basis.

```
! wB97M-V def2-TZVPD RIJCOSX def2/J DEFGRID3
* xyz 1 1
H 2.089 -0.839 -2.128
C 1.748 0.728 0.819
C 2.719 1.132 -0.333
C -3.091 0.195 1.162
H 2.188 1.485 -1.218
C -2.414 -0.554 0.056
H 1.775 -1.828 1.002
H -1.363 1.912 -2.079
H -1.334 1.712 0.920
C 2.558 -1.090 -1.103
H 0.062 0.037 -0.545
C 0.722 -0.224 0.356
C -2.576 0.599 -3.218
H 3.244 -1.991 -1.220
C -2.072 1.072 0.486
H -1.881 -1.527 -0.024
H -2.743 1.369 -3.976
O 3.414 -0.100 -0.743
H -2.836 0.017 2.238
C -2.103 0.508 -0.789
C -2.030 1.053 -2.093
H 0.849 -0.583 3.103
H 1.324 1.665 1.254
C -0.157 -0.573 2.630
H 2.313 0.062 1.600
H -1.042 -0.689 3.191
H -4.065 0.360 1.033
C 1.430 -1.562 -0.025
N -0.258 -0.386 1.385
H 3.525 1.694 0.113
H -3.176 -0.278 -3.285
H 0.709 -2.259 -0.508
*
```

For the highest occupied orbital energy, the calculation gives -12.445 eV. For the total energy, the calculation gives -16260.29281 eV. For the max |F|, the calculation gives 5.0 eV Å⁻¹. The relative energy (zero: lowest compared OMol25 entry of this formula, charge and spin) comes out at 150.2 kcal per mole. As for the gap between HOMO and LUMO: 0.3062 hartree.

=====

C12H18O11Pt as an isolated structure, computed with the ωB97M-V functional and the def2-TZVPD basis.

```
! wB97M-V def2-TZVPD RIJCOSX def2/J DEFGRID3
* xyz -2 3
H -1.744 0.487 3.892
H -0.703 -1.401 -0.331
O -1.203 -2.994 0.939
O 1.255 3.318 0.475
H 1.631 2.535 -4.188
C 2.976 -2.939 1.415
H -3.167 -0.192 -0.027
H -4.040 -0.656 -1.447
H -2.347 -0.175 -1.529
C -3.068 -0.763 -0.953
O 0.949 1.208 -2.160
C 2.074 -1.845 0.897
C -2.663 -2.184 -0.692
Pt 1.183 0.437 -0.113
H 3.279 4.885 1.028
H 0.271 1.798 -4.969
H -2.912 -0.391 2.988
C 0.536 2.454 -4.136
O -1.035 2.271 -2.391
O -2.747 -4.021 2.191
C -2.466 -3.312 1.274
O -3.347 -2.697 0.471
O -0.891 0.579 0.896
H 2.915 -2.992 2.502
H 0.127 3.445 -4.323
C 2.434 2.977 0.472
O -2.555 1.875 1.683
O 2.858 1.763 0.518
C -1.874 -0.032 2.939
H 4.477 3.625 0.625
H 3.545 4.351 -0.687
H -2.945 -2.811 -1.545
O 1.454 -1.107 1.690
C -1.775 0.921 1.752
O 2.096 -1.594 -0.356
H 2.797 -3.905 0.948
C 0.095 1.948 -2.762
H 4.012 -2.653 1.213
C 3.508 4.059 0.361
H -1.167 -0.851 2.844
H -0.651 -3.042 -1.046
C -1.171 -2.379 -0.359
*
```

For the highest occupied orbital energy (spin up / spin down), the calculation gives -1.921 / -1.934 eV. For the total energy, the calculation gives -38506.31756 eV. For the max |F|, the calculation gives 1.3 eV Å⁻¹. The relative energy (zero: lowest compared OMol25 entry of this formula, charge and spin) comes out at 0.0 kcal per mole. As for the gap between HOMO and LUMO (spin up / spin down): 0.2481 / 0.2485 hartree.

=====

An isolated molecule of C12H18O3, computed with the ωB97M-V functional and the def2-TZVPD basis.

```
! wB97M-V def2-TZVPD RIJCOSX def2/J DEFGRID3
* xyz 0 1
H 1.241 0.907 -3.626
C -0.364 1.084 1.874
C -0.163 -0.275 -2.626
C 1.419 -0.058 3.108
H -1.733 -1.366 -3.951
C -0.609 -1.766 0.460
H -0.405 3.322 2.197
C 2.034 1.220 3.246
H 3.032 1.239 3.540
O -1.067 0.578 -2.121
C -0.652 -0.961 -3.956
O 0.208 -0.978 -0.438
C 1.218 0.331 -2.698
C 0.191 -0.128 2.388
H -0.415 -2.805 0.249
H -2.531 -0.854 -1.628
H -1.271 1.087 1.213
H 0.618 -2.166 2.190
C 0.060 2.317 2.365
H 1.340 1.127 -1.883
H -1.134 -2.073 2.457
H -2.922 0.209 -2.952
C 1.348 2.402 2.972
H 1.874 3.334 2.883
H -1.718 -1.626 0.338
H -0.067 -1.840 -4.389
H 1.960 -0.480 -2.788
H 1.847 -0.947 3.577
C -2.390 0.191 -2.002
O -0.041 -1.452 -1.691
H -2.928 0.880 -1.360
H -0.686 -0.115 -4.695
C -0.244 -1.526 1.974
*
```

For the highest occupied orbital energy, the calculation gives -8.803 eV. For the total energy, the calculation gives -18873.78531 eV. For the max |F|, the calculation gives 3.7 eV Å⁻¹. The relative energy (zero: lowest compared OMol25 entry of this formula, charge and spin) comes out at 122.4 kcal per mole. As for the gap between HOMO and LUMO: 0.3543 hartree. Its SMILES is COC(C)(C)OOCCc1ccccc1.

=====

A 2-piece molecular cluster, C12H18S overall, computed with the ωB97M-V functional and the def2-TZVPD basis.

```
! wB97M-V def2-TZVPD RIJCOSX def2/J DEFGRID3
* xyz 0 3
H -4.150 0.102 1.061
S -0.127 -1.491 1.530
C 3.436 0.181 -0.219
C 4.131 -0.960 -0.416
C 4.194 1.318 0.380
H -1.761 1.978 -0.343
H 3.934 2.347 -0.020
H 3.664 -1.893 -0.745
C -3.101 -0.047 1.308
H -1.882 1.049 -1.712
H -3.048 -0.956 1.902
H -3.568 -1.314 -0.998
H -3.310 1.395 -0.879
H 4.021 1.522 1.427
C -0.208 1.060 1.202
C -2.402 -1.354 -0.746
H 5.239 1.146 0.424
H -2.054 -2.192 -0.214
C -2.093 -0.159 0.094
H 1.553 -1.429 -1.115
H 5.287 -1.003 -0.198
C -0.781 -0.142 0.807
C 2.161 0.485 -0.764
H -2.802 0.895 1.775
H 1.721 1.476 -0.533
H -1.808 -1.208 -1.591
C 0.100 2.111 1.639
C 1.263 -0.436 -1.050
H 0.238 -0.175 -1.402
C -2.243 1.154 -0.762
H 0.521 3.049 1.832
*
```

For the highest occupied orbital energy (spin up / spin down), the calculation gives -6.920 / -8.301 eV. For the total energy, the calculation gives -23564.03978 eV. For the max |F|, the calculation gives 3.4 eV Å⁻¹. The relative energy (zero: lowest compared OMol25 entry of this formula, charge and spin) comes out at 0.0 kcal per mole. As for the gap between HOMO and LUMO (spin up / spin down): 0.2814 / 0.2153 hartree.

=====

total energy of number 4 (C12H18S)?
-23564.03978 eV

=====

Among the records above, which one has the highest max |F|?
C12H18NO